No. 1
# C20H37BF7N4O2S

2 unconnected molecules or ions with the total composition C20H37BF7N4O2S (ωB97M-V with the def2-TZVPD basis set, OMol25).

```
72
Properties=species:S:1:pos:R:3
C 2.740 -1.125 -0.177
C 2.499 -0.404 -1.508
C 1.059 -0.526 -2.013
C 0.122 0.475 -1.314
C -0.179 1.703 -2.178
C -1.088 1.513 -3.392
C -2.542 1.119 -3.117
N -2.723 -0.292 -2.758
B -2.458 -1.307 -3.892
O -1.214 -1.817 -4.051
O -3.493 -1.546 -4.709
C -3.777 -2.911 -5.094
C -5.144 -3.325 -4.588
C -3.161 -0.832 -1.653
N -3.260 -2.180 -1.533
C -3.756 -2.420 -0.339
S -4.061 -3.985 0.343
N -3.987 -1.294 0.341
N -3.580 -0.237 -0.463
C -3.674 1.126 0.002
F -2.532 1.785 -0.193
F -4.644 1.745 -0.693
C -4.032 1.252 1.516
F -4.100 2.556 1.747
F -5.238 0.716 1.726
C -2.964 0.631 2.503
F -1.983 0.037 1.839
F -2.464 1.546 3.268
F -3.560 -0.280 3.255
H 2.174 -2.052 -0.120
H 3.805 -1.332 -0.082
H 2.492 -0.470 0.657
H 2.760 0.653 -1.423
H 3.167 -0.829 -2.258
H 1.074 -0.324 -3.086
H 0.747 -1.567 -1.885
H -0.782 0.001 -0.935
H 0.654 0.845 -0.435
H 0.790 2.030 -2.565
H -0.533 2.538 -1.574
H -0.631 0.841 -4.119
H -1.161 2.484 -3.885
H -3.088 1.253 -4.054
H -2.989 1.821 -2.425
H -0.751 -1.919 -3.208
H -3.007 -3.583 -4.718
H -3.746 -2.952 -6.180
H -5.928 -3.129 -5.317
H -5.151 -4.400 -4.407
H -5.414 -2.804 -3.671
H -4.754 -4.417 -0.715
H -4.402 -1.256 1.262
C 4.217 0.437 6.273
C 5.465 0.900 5.527
C 5.281 2.228 4.795
C 4.212 2.216 3.702
C 4.426 1.171 2.608
C 5.717 1.369 1.819
H 3.383 0.256 5.593
H 4.408 -0.493 6.810
H 3.901 1.185 7.003
H 5.782 0.123 4.825
H 6.282 1.013 6.242
H 6.239 2.532 4.366
H 5.021 3.002 5.523
H 4.174 3.208 3.241
H 3.228 2.058 4.155
H 3.581 1.221 1.914
H 4.410 0.165 3.036
H 5.741 2.356 1.354
H 5.807 0.625 1.026
H 6.597 1.274 2.456
```

Properties
LUMO energy = -3.259 eV
Charge = +1

No. 2
# C24H27CrO

A molecular structure, C24H27CrO (ωB97M-V with the def2-TZVPD basis set, OMol25).

```
53
Properties=species:S:1:pos:R:3
C -1.725 1.547 0.367
C -0.867 1.507 1.670
C 0.440 1.911 1.278
H -1.188 1.164 2.666
C 0.431 2.337 -0.083
C -0.831 2.098 -0.639
H -1.186 2.377 -1.643
H -2.824 1.444 0.223
H 1.254 1.983 2.004
H 1.275 2.807 -0.595
C 0.430 -2.218 0.772
C -0.654 -1.845 1.514
C -1.759 -1.417 0.484
H -0.782 -1.509 2.573
C -1.207 -1.861 -0.835
C 0.065 -2.299 -0.644
H 0.734 -2.692 -1.408
H 1.367 -2.508 1.219
H -2.921 -1.279 0.683
H -1.842 -1.824 -1.746
Cr 0.181 0.024 -0.121
O 1.916 -0.170 -0.255
C 3.029 0.670 -0.445
C 3.235 1.030 -1.859
H 2.940 1.607 0.156
H 3.906 0.124 -0.069
H 2.609 1.841 -2.243
H 4.710 2.260 -3.690
C 4.856 1.173 -3.687
C 4.105 0.402 -2.726
C 4.339 -1.029 -2.742
H 3.764 -1.648 -2.043
C 5.241 -1.600 -3.626
H 5.387 -2.681 -3.608
C 5.967 -0.808 -4.530
H 6.678 -1.272 -5.213
C 5.770 0.580 -4.548
H 6.330 1.203 -5.247
C -5.073 0.771 1.761
C -4.137 -0.093 2.538
C -3.781 0.460 3.879
C -4.535 -1.532 2.560
C -2.832 -0.124 1.736
C -1.593 0.038 0.958
H -6.033 0.745 2.349
H -5.269 0.372 0.744
H -4.717 1.818 1.698
H -4.743 0.429 4.453
H -3.029 -0.176 4.388
H -3.422 1.503 3.805
H -4.732 -1.929 1.542
H -3.783 -2.160 3.080
H -5.495 -1.550 3.146
```

Properties
2S+1 = 5
LUMO energy (spin up / spin down) = 2.322 / 2.300 eV
Charge = -1
Expectation value of S² = 6.22
Energy above the lowest of the compared OMol25 structures with the same formula, charge and spin = 5.811 eV

No. 3
# C27H39N3O2

C27H39N3O2 in the gas phase (ωB97M-V with the def2-TZVPD basis set, OMol25).

```
71
Properties=species:S:1:pos:R:3
O 4.374 0.491 -2.610
C 4.537 0.334 -1.417
N 4.971 -0.838 -0.902
C 5.152 -2.016 -1.718
C 3.922 -2.936 -1.692
C 3.425 -3.236 -0.303
C 4.297 -3.538 0.737
C 3.819 -3.795 2.010
C 2.458 -3.768 2.263
C 1.578 -3.488 1.232
C 2.060 -3.217 -0.037
C 4.354 1.489 -0.428
C 3.153 2.331 -0.873
C 1.856 1.581 -0.582
N 1.749 1.326 0.843
C 0.432 0.953 1.329
C -0.249 -0.214 0.596
C -1.580 -0.536 1.273
N -2.434 0.636 1.286
C -3.552 0.645 0.516
O -3.903 -0.344 -0.098
C -4.345 1.951 0.493
C -5.563 1.826 -0.381
C -5.630 2.410 -1.570
C -6.798 2.287 -2.500
C -7.698 1.120 -2.108
C -7.972 1.169 -0.610
C -6.669 0.963 0.155
C -1.846 1.751 1.988
C -0.522 2.153 1.331
C 2.810 0.430 1.260
C 4.156 1.120 1.042
H 4.982 -0.979 0.094
H 6.042 -2.547 -1.371
H 5.321 -1.673 -2.741
H 3.120 -2.461 -2.261
H 4.180 -3.870 -2.198
H 5.361 -3.582 0.554
H 4.512 -4.023 2.807
H 2.085 -3.972 3.256
H 0.513 -3.480 1.417
H 1.368 -2.995 -0.837
H 5.265 2.093 -0.528
H 3.227 2.528 -1.942
H 3.149 3.279 -0.333
H 1.011 2.192 -0.901
H 1.850 0.646 -1.168
H 0.577 0.653 2.377
H 0.394 -1.094 0.617
H -0.436 0.058 -0.443
H -2.111 -1.322 0.733
H -1.408 -0.860 2.306
H -4.646 2.193 1.516
H -3.699 2.746 0.115
H -4.813 3.027 -1.921
H -7.370 3.222 -2.480
H -6.434 2.158 -3.522
H -7.194 0.181 -2.346
H -8.632 1.159 -2.672
H -8.398 2.143 -0.354
H -8.693 0.400 -0.328
H -6.347 -0.079 0.073
H -6.818 1.175 1.218
H -2.528 2.598 2.011
H -1.655 1.440 3.024
H -0.068 2.982 1.874
H -0.722 2.478 0.309
H 2.685 0.206 2.323
H 2.780 -0.527 0.708
H 4.151 2.047 1.619
H 4.971 0.503 1.426
```

Properties
LUMO energy = 0.679 eV
Energy above the lowest of the compared OMol25 structures with the same formula, charge and spin = 0.000 eV
SMILES string = O=C(NCCc1ccccc1)C1CCN(C2CCN(C(=O)CC3=CCCCC3)CC2)CC1

No. 4
# C5H3N

A molecular structure, C5H3N (ωB97M-V with the def2-TZVPD basis set, OMol25).

```
9
Properties=species:S:1:pos:R:3
C 0.413 0.687 -0.461
C -1.166 1.294 0.056
C -1.734 0.045 0.284
C 0.816 -0.431 0.437
C -0.353 -0.512 -0.465
N -1.616 -1.033 -0.365
H 1.021 1.331 -0.926
H 1.717 -0.925 -0.066
H 0.902 -0.456 1.507
```

Properties
LUMO energy (spin up / spin down) = -1.131 / -1.123 eV
Energy above the lowest of the compared OMol25 structures with the same formula, charge and spin = 7.540 eV

No. 5
# C5H13N2O

A gas-phase ion, C5H13N2O (charge +1) (ωB97M-V with the def2-TZVPD basis set, OMol25).

```
21
Properties=species:S:1:pos:R:3
O -0.590 0.586 0.764
C 0.169 -0.360 0.978
N -0.291 -1.464 1.686
C -1.354 -1.207 2.659
C 0.483 -0.949 -0.696
N 0.975 -0.023 -1.523
C 0.050 0.973 -2.077
C 0.495 2.384 -1.797
H 0.546 -1.968 1.938
H -1.130 -1.671 3.618
H -2.244 -1.720 2.297
H -1.515 -0.142 2.756
H -0.485 -1.276 -1.074
H 1.116 -1.819 -0.593
H 1.887 0.331 -1.247
H 1.153 -0.118 1.430
H -0.903 0.737 -1.598
H -0.055 0.751 -3.132
H -0.120 3.029 -2.426
H 0.331 2.657 -0.764
H 1.504 2.633 -2.110
```

Properties
LUMO energy = -6.914 eV
Charge = +1
Energy above the lowest of the compared OMol25 structures with the same formula, charge and spin = 4.767 eV

No. 6
# C25H18BrCo2O7S

A molecular structure, C25H18BrCo2O7S (ωB97M-V with the def2-TZVPD basis set, OMol25).

```
54
Properties=species:S:1:pos:R:3
C -3.074 1.885 1.813
S -1.559 0.903 1.613
C -1.543 -0.218 3.047
C -1.607 -0.063 0.236
C -2.072 0.508 -1.011
C -3.146 -0.232 -1.769
C -4.183 -0.840 -1.048
C -5.309 -1.368 -1.704
C -5.386 -1.300 -3.104
Br -6.872 -2.059 -3.998
C -4.370 -0.660 -3.834
C -3.275 -0.109 -3.164
O -1.673 1.612 -1.425
H -2.791 2.710 2.482
H -3.380 2.308 0.851
H -3.876 1.291 2.258
H -1.050 0.306 3.874
H -2.586 -0.434 3.287
H -0.993 -1.140 2.834
H -1.467 -1.151 0.351
H -4.105 -0.865 0.045
H -6.103 -1.835 -1.123
H -4.453 -0.610 -4.915
H -2.515 0.426 -3.728
O 5.372 -0.140 0.643
C 4.601 -0.932 0.979
Co 3.455 -2.090 1.639
C 4.467 -3.477 2.010
O 5.144 -4.369 2.292
C 3.579 -1.440 3.256
O 3.681 -1.003 4.320
C 1.565 -1.658 1.481
C 1.261 -0.527 0.723
C 1.011 0.790 0.989
C 1.454 1.905 0.163
C 1.782 3.134 0.793
C 2.772 3.941 0.254
C 3.288 3.610 -1.012
C 2.758 2.545 -1.762
C 1.785 1.724 -1.192
Co 1.813 -1.909 -0.278
C 0.487 -2.084 -1.466
O -0.381 -2.039 -2.234
C 2.792 -3.442 -0.247
O 3.186 -4.487 -0.588
C 3.000 -1.122 -1.348
O 3.748 -0.674 -2.107
H 0.878 -2.087 2.209
H 0.927 1.052 2.053
H 1.317 3.389 1.744
H 3.129 4.821 0.801
H 4.078 4.229 -1.436
H 3.123 2.353 -2.779
H 1.316 0.922 -1.765
```

Properties
LUMO energy = 2.012 eV
Charge = -1
Energy above the lowest of the compared OMol25 structures with the same formula, charge and spin = 0.799 eV